No. 1
Entry from the Open Molecules 2025 dataset: a single C4H10N2O molecule (ωB97M-V/def2-TZVPD).

Last column: natural (NBO) charge in e.
Atoms and positions in Å:
C 0.46857 -2.70817 -0.11741  -0.240
O 0.87650 -1.91560 -1.28780  -0.511
C 0.34151 -0.62101 -1.29019  0.313
N -0.29339 -0.47905 -0.08712  -0.349
N -0.92512 0.81245 0.31440  -0.281
C -0.27321 1.31867 1.50115  -0.456
C -0.34976 1.77061 -0.64582  -0.444
H 1.08629 -2.33140 0.67711  0.196
H -0.50688 -2.63108 0.17842  0.199
H 0.53165 -3.94424 -0.24860  0.180
H 0.13393 -0.02903 -2.13073  0.191
H -0.82908 2.22296 1.93543  0.212
H -0.36998 0.64362 2.59282  0.223
H 0.84873 1.87065 1.33140  0.181
H -0.56280 1.37037 -1.64706  0.178
H -0.97256 2.71909 -0.41618  0.217
H 0.79562 1.93114 -0.65981  0.192

The energy above the lowest of the compared OMol25 structures with the same formula, charge and spin is 663.2 kJ/mol. The calculation puts the lowest unoccupied orbital energy at 0.03525 Ha. The structure (SMILES) is CO/C=N/N(C)C. The value obtained for the HOMO-LUMO gap is 10.014 eV.

=====

No. 2
Entry from the Open Molecules 2025 dataset: a single C4H10N2O molecule (ωB97M-V/def2-TZVPD).

Last column: natural (NBO) charge in e.
Atoms and positions in Å:
C -0.27142 -1.35492 -0.73162  -0.647
C -0.77227 -0.23160 0.17787  -0.034
N -1.71102 -0.75737 1.16310  -0.852
C 0.42340 0.45444 0.88544  -0.522
C 1.50457 0.84756 -0.05538  0.693
N 1.20765 2.12694 -0.70016  -0.892
O 2.43272 0.08366 -0.41580  -0.593
H 0.64472 -1.84484 -0.29479  0.227
H -0.94573 -2.21168 -0.98308  0.216
H 0.01316 -0.89422 -1.73440  0.215
H -1.27905 0.53068 -0.43008  0.183
H -2.71074 -0.94698 0.75409  0.365
H -1.48675 -1.73695 1.53206  0.362
H 0.79463 -0.23376 1.67414  0.236
H 0.07987 1.30312 1.43355  0.229
H 1.88648 2.36169 -1.50813  0.408
H 0.18977 2.50422 -0.76681  0.406

The energy above the lowest of the compared OMol25 structures with the same formula, charge and spin is 148.1 kJ/mol. The calculation puts the lowest unoccupied orbital energy at 0.02850 Ha. The structure (SMILES) is C[C@@H](N)CC(N)=O. The value obtained for the HOMO-LUMO gap is 10.162 eV.

=====

No. 3
Entry from the Open Molecules 2025 dataset: 2 unconnected molecules or ions with the total composition C4H10N2O (ωB97M-V/def2-TZVPD).

Last column: natural (NBO) charge in e.
Atoms and positions in Å:
C -1.80241 -1.65528 -0.20668  -0.608
C -0.79977 -0.64357 0.31517  -0.133
N 0.29052 -1.26270 1.00357  -0.835
C -1.28282 0.53212 0.75032  0.456
N -1.71266 1.65896 0.58666  -0.669
H -2.61991 -1.16204 -0.72776  0.217
H -1.29823 -2.36262 -0.86293  0.228
H -2.23917 -2.24072 0.60546  0.200
H 0.02586 -1.80636 1.81597  0.359
H 1.02474 -0.59726 1.21567  0.390
H -1.66429 2.40471 1.27382  0.414
C 2.37074 1.25639 -1.08540  -0.233
O 1.29963 1.25368 -0.18153  -0.778
H 2.52594 0.26680 -1.53471  0.160
H 2.24119 1.96939 -1.90920  0.156
H 3.28099 1.54662 -0.55088  0.177
H 0.35965 0.84188 -0.50758  0.499

The energy above the lowest of the compared OMol25 structures with the same formula, charge and spin is 422.0 kJ/mol. The calculation puts the lowest unoccupied orbital energy at 0.01382 Ha. The structure (SMILES) is CC(N)=C=N.CO. The value obtained for the HOMO-LUMO gap is 8.174 eV.

=====

No. 4
Entry from the Open Molecules 2025 dataset: a single C4H10N2O molecule (ωB97M-V/def2-TZVPD).

Last column: natural (NBO) charge in e.
Atoms and positions in Å:
N 2.07505 -1.13246 -1.84141  -0.855
C 1.53551 0.01225 -1.14195  -0.058
N 0.19624 0.33198 -0.65115  -0.637
C -0.21963 -0.35068 0.66350  -0.232
C -0.98405 0.45506 1.69349  -0.548
C -2.29399 0.89780 1.14167  0.456
O -2.86976 0.45861 0.17638  -0.529
H 1.35261 -1.90563 -1.65972  0.358
H 2.21063 -0.93779 -2.88100  0.367
H 1.61455 0.84256 -1.81928  0.181
H 2.24130 0.04655 -0.22990  0.159
H -0.50000 0.12506 -1.36413  0.370
H -0.84074 -1.28062 0.54953  0.185
H 0.70974 -0.69294 1.15970  0.197
H -1.15922 0.16310 2.74244  0.248
H -0.30366 1.32778 1.63723  0.244
H -2.76456 1.63938 1.82460  0.094

The energy above the lowest of the compared OMol25 structures with the same formula, charge and spin is 307.0 kJ/mol. The calculation puts the lowest unoccupied orbital energy at 0.03546 Ha. The structure (SMILES) is NCNCCC=O. The value obtained for the HOMO-LUMO gap is 9.977 eV.